No. 1
{"formula": "C46H32I4N5O6P2Sn", "method": "ωB97M-V with the def2-TZVPD basis set", "lumo_energy_ev": -4.02, "total_energy_ha": -4585.24356, "total_charge": 1, "e_above_lowest_kj_mol": 0.0, "gap_ev": 5.8, "spin_multiplicity": 1, "species": ["I", "I", "I", "I", "Sn", "P", "P", "O", "O", "O", "O", "O", "O", "N", "N", "N", "N", "N", "C", "C", "C", "C", "C", "C", "C", "C", "C", "C", "C", "C", "C", "C", "C", "C", "C", "C", "C", "C", "C", "C", "C", "C", "C", "C", "C", "C", "C", "C", "C", "C", "C", "C", "C", "C", "C", "C", "C", "C", "C", "C", "C", "C", "C", "C", "H", "H", "H", "H", "H", "H", "H", "H", "H", "H", "H", "H", "H", "H", "H", "H", "H", "H", "H", "H", "H", "H", "H", "H", "H", "H", "H", "H", "H", "H", "H", "H"], "xyz": [[5.98984, -7.28742, -3.19131], [-7.32275, -6.19167, 1.13465], [-4.06685, 5.82085, 6.81037], [6.13530, 6.62791, -2.90115], [0.04912, -0.06158, 0.09221], [-0.54538, -0.09485, -3.15817], [-1.91490, 2.08363, -1.33530], [0.83672, 0.66713, -3.36295], [-1.00371, -0.89431, -4.30515], [-0.44191, -0.78359, -1.78316], [-1.80132, 0.95027, -0.30048], [-3.10778, 2.93829, -1.36924], [-0.51918, 2.86348, -1.24110], [2.21318, -0.30702, -0.13342], [-3.11284, 0.46637, -3.06432], [-1.16222, -0.43999, 1.90278], [0.79077, 1.47961, 1.31870], [0.20119, -2.23857, 0.37468], [1.65859, 2.40103, 0.69252], [-1.12151, 1.83750, 2.82825], [3.12122, 0.72339, -0.20898], [3.38771, -4.96779, -0.62828], [-2.70453, 3.73423, 3.27141], [2.90949, -1.44164, -0.52229], [-5.60578, -5.01474, 1.14869], [-0.91611, -4.08802, -0.42222], [-0.98916, -2.92617, 0.37665], [4.61898, -4.59701, -3.08888], [4.88902, 3.43143, -0.25878], [3.82905, -3.59552, -2.54705], [4.27501, -1.11180, -0.73485], [5.04490, 5.13699, -1.93874], [-2.76370, 0.06786, 3.46760], [-2.09945, -2.57536, 1.18046], [-3.35114, 4.60282, 4.13877], [4.79847, -5.78148, -2.38732], [4.18661, -5.97031, -1.15622], [-2.10993, -1.45887, 1.96852], [-1.59850, 0.51493, 2.75483], [-2.21899, 3.57078, 5.99820], [3.74768, 4.86041, -2.34548], [-4.52338, -2.91862, 0.73142], [-3.26428, -4.76136, 1.60599], [-3.08730, -1.14567, 2.96999], [1.03551, -2.99886, -0.43633], [5.61704, 4.42849, -0.89232], [-1.57918, 2.70501, 5.12288], [4.40050, 0.23019, -0.56625], [-5.66963, -3.69869, 0.71365], [-1.79752, 1.24115, -2.96308], [0.35623, -4.14431, -0.91277], [2.78034, 2.06432, -0.01071], [-0.11471, 2.30713, 2.02916], [3.58901, 3.13843, -0.65684], [-3.10238, 4.51838, 5.50128], [2.36057, -2.70038, -0.72393], [-1.77291, 2.21904, -4.13230], [1.29083, 3.74031, 1.02915], [-1.81313, 2.78180, 3.75448], [-3.30833, -3.44158, 1.16575], [0.23003, 3.68108, 1.85848], [3.02766, 3.86461, -1.70260], [-4.40607, -5.54777, 1.60072], [3.20797, -3.76833, -1.31222], [-0.83716, 2.77615, -4.12018], [0.78141, -4.89230, -1.56150], [6.62145, 4.65626, -0.56316], [1.10346, 0.72004, -4.29083], [-3.03838, -0.16774, -3.87241], [-2.59181, 2.93491, -4.04707], [-4.57308, -1.88125, 0.42042], [-0.26174, 4.50042, 2.35695], [-3.91561, -1.77702, 3.24664], [-0.88671, 1.96682, 5.50930], [-6.60741, -3.28268, 0.37195], [3.67792, -2.67567, -3.09849], [-1.72325, -4.77883, -0.59649], [-3.89226, 1.12321, -3.15401], [4.33182, -6.89172, -0.60965], [1.82745, 4.61892, 0.71076], [-3.26662, -0.09974, -2.22401], [-2.91347, 3.78447, 2.20862], [-2.33042, -5.17573, 1.96533], [2.01915, 3.63405, -2.02665], [-3.28486, 0.64016, 4.21620], [5.08769, -4.45658, -4.05298], [-0.60052, 3.80753, -1.43302], [3.30157, 5.41519, -3.15967], [-2.02718, 3.50616, 7.06035], [5.29670, 0.82051, -0.65522], [5.32865, 2.90678, 0.58073], [-4.04943, 5.33372, 3.75489], [2.91234, -5.11242, 0.33392], [5.04732, -1.81848, -0.98627], [-4.36089, -6.56951, 1.95142], [-1.83822, 1.68875, -5.08394]]}

***

No. 2
{"formula": "C46H36Cl2N10O5S2Sr", "method": "ωB97M-V with the def2-TZVPD basis set", "lumo_energy_ev": 3.40, "total_energy_ha": -4446.06415, "total_charge": -2, "e_above_lowest_kj_mol": 0.0, "gap_ev": 5.4, "spin_multiplicity": 1, "species": ["Sr", "Cl", "Cl", "S", "S", "O", "O", "O", "O", "O", "N", "N", "N", "N", "N", "N", "N", "N", "N", "N", "C", "C", "C", "C", "C", "C", "C", "C", "C", "C", "C", "C", "C", "C", "C", "C", "C", "C", "C", "C", "C", "C", "C", "C", "C", "C", "C", "C", "C", "C", "C", "C", "C", "C", "C", "C", "C", "C", "C", "C", "C", "C", "C", "C", "C", "C", "H", "H", "H", "H", "H", "H", "H", "H", "H", "H", "H", "H", "H", "H", "H", "H", "H", "H", "H", "H", "H", "H", "H", "H", "H", "H", "H", "H", "H", "H", "H", "H", "H", "H", "H", "H"], "xyz": [[-0.31534, 2.63371, 0.26424], [-3.78465, 9.36375, -0.75561], [-2.19554, 9.81433, 2.09373], [4.31439, 1.60464, -2.01225], [0.98840, -0.78707, 2.46070], [-0.97552, 5.26851, 4.14803], [-2.56337, -0.67555, 1.66275], [-3.85146, 4.72014, -2.22936], [-2.56613, 1.36453, 0.71651], [1.15820, 0.34794, 1.50969], [-4.13017, 0.88940, 2.24363], [-1.09032, 4.77978, 1.81123], [-1.24818, -4.11659, -3.45305], [-0.49739, 0.20678, -0.97554], [1.34266, 3.41433, 2.16664], [-0.93404, 2.84625, -2.49271], [-4.43897, 2.25276, 2.43999], [0.99668, -4.06622, -3.30123], [1.89433, 2.70687, -1.05249], [-2.17491, 4.48812, -0.61457], [2.59451, 2.99856, 2.20866], [1.44882, -5.99067, -4.87967], [-3.08352, 8.06885, 0.15797], [-0.24376, -2.28761, -2.17910], [4.86848, -1.67617, -0.13048], [-0.80660, -5.15244, -4.28454], [-3.03131, 0.50919, 1.50998], [0.63133, -4.63094, 2.14920], [2.85732, 2.20011, -1.48264], [-1.00726, -5.46474, 3.66695], [-3.16774, 6.79773, -0.44106], [-2.83674, 4.21267, -1.74293], [0.71271, 3.92849, 3.19610], [0.60302, -5.10338, -4.15104], [-2.19984, 3.09969, -2.56811], [-0.62022, -6.88303, -5.81057], [-0.60225, 4.73845, 3.05497], [0.12752, -5.71455, 2.88630], [2.60508, 3.53728, 4.54638], [-1.13969, -3.18662, 2.96196], [1.28279, 3.94520, 4.46074], [0.67647, -0.25783, -1.41146], [-1.43420, -1.87160, -1.63131], [3.83353, -1.23690, 0.70330], [2.68318, -1.38991, 2.99697], [4.34030, -3.04749, 2.22834], [0.84974, -1.47170, -2.04890], [5.57567, -2.83333, 0.18917], [3.30095, 3.09766, 3.38401], [-2.33735, 1.75433, -4.55429], [3.61705, -1.88749, 1.92205], [-1.44600, -6.01849, -5.13921], [0.78847, -6.90249, -5.68521], [-2.47428, 5.70351, 0.08432], [-1.00136, 1.48940, -4.39843], [0.57158, -2.23321, 1.38036], [5.29588, -3.51375, 1.35261], [-2.49043, 8.23149, 1.39282], [-1.90613, 5.82675, 1.41130], [0.01875, -3.36519, 2.18642], [-1.53823, -0.59021, -1.10084], [-1.95200, 7.09994, 2.01955], [-0.12672, -3.53435, -2.95371], [-2.99149, 2.52944, -3.62499], [-0.29451, 2.12812, -3.39229], [-1.62411, -4.23571, 3.70973], [3.12836, 2.63036, 1.34894], [4.38096, 2.96717, 3.43865], [6.35289, -3.14496, -0.45319], [1.49637, -4.70782, 1.50518], [-3.68271, 2.69629, 2.91740], [3.01902, -0.46296, 3.56108], [2.53550, -5.83639, -4.78636], [0.75768, 1.98416, -3.22392], [-2.46960, -4.14392, 4.42420], [-4.52744, 2.67856, 1.56156], [-1.47235, 7.25679, 2.96241], [0.71083, 4.29724, 5.29948], [2.43686, -2.14006, 3.74797], [1.33579, -7.62593, -6.28680], [-2.50244, -6.00326, -5.21775], [-4.05503, 2.76118, -3.59831], [3.09101, 3.60547, 5.53617], [1.80029, -1.85119, -2.41910], [-2.90884, 1.27119, -5.37075], [-3.65066, 6.71605, -1.45392], [-2.45987, -0.19196, -0.74388], [4.13437, -3.54820, 3.16817], [3.29135, -0.34749, 0.42151], [5.77930, -4.42636, 1.61020], [-4.75343, 0.26069, 2.69328], [1.45923, -2.51342, 0.84645], [-0.44651, 0.93108, -5.16099], [-1.43172, -6.29131, 4.23975], [0.60588, -6.70253, 2.87937], [-2.32752, -2.46756, -1.73064], [5.07343, -1.09548, -1.01207], [1.55705, 0.32722, -1.27122], [-1.11913, -7.55375, -6.54156], [-2.21444, -3.79005, -3.32300], [-0.18359, -1.80441, 0.73627], [-1.59696, -2.20794, 2.91576]]}

***

No. 3
{"formula": "C46H36Cl6CoN3O3P", "method": "ωB97M-V with the def2-TZVPD basis set", "lumo_energy_ev": [0.58, 0.59], "total_energy_ha": -6649.79006, "total_charge": 0, "gap_ev": [8.3, 8.3], "spin_multiplicity": 2, "species": ["Co", "Cl", "Cl", "Cl", "Cl", "Cl", "Cl", "P", "O", "O", "O", "N", "N", "N", "C", "C", "C", "C", "C", "C", "C", "C", "C", "C", "C", "C", "C", "C", "C", "C", "C", "C", "C", "C", "C", "C", "C", "C", "C", "C", "C", "C", "C", "C", "C", "C", "C", "C", "C", "C", "C", "C", "C", "C", "C", "C", "C", "C", "C", "C", "H", "H", "H", "H", "H", "H", "H", "H", "H", "H", "H", "H", "H", "H", "H", "H", "H", "H", "H", "H", "H", "H", "H", "H", "H", "H", "H", "H", "H", "H", "H", "H", "H", "H", "H", "H"], "xyz": [[-0.34163, 0.42783, 0.34278], [-0.47023, 1.00926, -3.34250], [2.99197, 4.58842, 0.40578], [1.07567, 2.36004, 1.58203], [3.17018, 4.95309, -2.70655], [1.41565, 3.16728, -4.56655], [-4.10916, -0.94001, 1.66289], [-2.35446, 1.49140, 0.13310], [3.29198, -3.99120, -2.24284], [-0.95785, -3.99228, 3.11475], [3.09242, 0.09448, 0.68482], [0.87121, -1.05095, -0.24073], [-0.22593, -2.70671, 0.97769], [1.42778, -3.36445, -0.48209], [-2.19390, 3.14727, -0.62905], [5.09913, -3.71300, -0.62931], [-4.64829, 3.30533, 3.04286], [1.85878, -1.06869, -2.49114], [2.88418, -0.72032, -3.36373], [-5.39516, 0.15985, -2.27592], [-5.11323, 0.96608, 3.20334], [1.35982, 2.93967, -2.85880], [3.08810, -0.13681, -0.64648], [-2.67650, 3.43119, -1.90159], [-4.82083, -0.94109, -2.89911], [4.23854, -4.05572, -3.29345], [-1.55666, -0.55697, 4.27883], [-0.73680, -1.91723, 2.04055], [-3.79815, 3.05356, 1.97869], [-1.06856, 5.28951, -0.61224], [1.25314, 2.58154, -0.15519], [-1.37995, 4.09107, 0.00514], [-1.55556, 5.56145, -1.88526], [-1.51163, -1.94932, 4.32153], [-0.83997, -0.53893, 1.94579], [-3.56919, 1.76277, 1.49830], [-3.50767, -1.28940, -2.61967], [-2.77006, -0.53900, -1.71554], [-3.33949, 0.55981, -1.08478], [2.08057, 3.57523, -0.65091], [0.67597, -2.29311, 0.07541], [-5.30463, 2.25656, 3.66335], [-1.22889, 0.12278, 3.12243], [-4.25990, 0.72213, 2.13712], [3.76448, -3.71522, -0.99316], [3.14604, -3.08324, 1.24470], [0.47888, 1.73065, -0.92870], [-1.08738, -2.63014, 3.19690], [4.48716, -3.08767, 1.61216], [0.54105, 1.96309, -2.29268], [-4.65740, 0.90638, -1.37201], [4.22914, 0.73351, 1.23396], [4.00094, -0.07167, -2.87132], [2.77817, -3.39198, -0.05290], [-1.25740, -4.74148, 4.27542], [2.14310, 3.74484, -2.03258], [1.94387, -0.77644, -1.14457], [5.45852, -3.39799, 0.67923], [-2.35905, 4.63272, -2.52430], [4.11083, 0.21897, -1.51413], [-3.31141, 3.89074, 1.50009], [-0.18978, -3.69952, 1.15320], [-2.73027, 4.82935, -3.52189], [-5.61723, 0.12891, 3.66640], [-5.11225, 1.75645, -0.87573], [4.03132, 0.83136, 2.29783], [-1.29753, 1.20646, 3.12358], [2.38433, -2.81073, 1.96605], [5.12834, 0.13017, 1.08072], [4.81353, -3.12833, -3.35375], [-0.61818, -4.44590, 5.11103], [4.99191, 0.72368, -1.14426], [-5.96846, 2.43697, 4.49866], [3.66816, -4.19013, -4.20838], [1.39228, -3.37752, -1.49314], [-2.30526, -4.62223, 4.56192], [4.91610, -4.90308, -3.16376], [5.86551, -3.94325, -1.35560], [-4.79647, 4.32303, 3.37896], [-1.29523, 6.48862, -2.37948], [-1.86919, -0.01237, 5.16217], [2.79051, -0.93344, -4.42039], [-3.05795, -2.14877, -3.10054], [-1.06760, -5.78142, 4.02457], [-3.27612, 2.70558, -2.43222], [0.95650, -1.53507, -2.86904], [-0.95117, 3.86925, 0.97642], [4.37258, 1.72783, 0.80273], [-5.39945, -1.52759, -3.60133], [6.50433, -3.39710, 0.95647], [4.79907, 0.22360, -3.54056], [-0.42465, 6.00075, -0.11017], [-1.74520, -0.81934, -1.49375], [-6.42079, 0.43193, -2.48965], [-1.78508, -2.47611, 5.22458], [4.76304, -2.83950, 2.62846]]}